DFT (ωB97M-V/def2-TZVPD) results for 3 unconnected molecules or ions with the total composition C2H2ClNO2 in a non-equilibrium geometry.

**Strongest force on any atom**: 0.0390 hartree/bohr
**DFT total energy**: -20213.3790 eV
**Lowest unoccupied orbital energy**: 0.72 eV
**Total charge**: 0
**HOMO**: -11.126 eV
**Gap between HOMO and LUMO**: 11.84 eV
**Energy above the lowest of the compared OMol25 structures with the same formula, charge and spin**: 22.5 kJ/mol

Each line ends with the Löwdin charge.
Element x y z (Å)
1 C -0.784 0.107 -2.719  -0.437
2 C 2.382 0.668 -1.747  -0.001
3 N -1.694 -0.133 -1.994  0.208
4 O 0.264 0.217 -3.196  0.093
5 O 1.941 0.290 -0.789  0.019
6 Cl -0.234 0.094 2.163  0.238
7 H 1.001 0.505 2.228  -0.232
8 H -2.659 -0.012 -1.655  0.112

Cartesian forces, eV/Å:
C -0.64 -0.37 1.63
C 0.55 0.30 -0.46
N -1.90 -0.08 0.64
O 0.78 0.35 -1.55
O -0.27 -0.24 0.66
Cl 0.67 0.23 0.06
H -0.68 -0.24 -0.07
H 1.49 0.05 -0.91